2 unconnected molecules or ions with the total composition C7H12N2O in a non-equilibrium geometry. Source: OMol25; level of theory: the ωB97M-V functional and the def2-TZVPD basis.

Atoms and positions in Å:
C -2.272 -0.632 0.878
C -0.809 -0.338 1.151
C 0.235 -1.000 0.251
N 0.087 -0.476 -1.096
C 0.823 0.329 -0.112
C 2.210 0.668 -0.288
N 3.247 1.072 -0.646
C -0.208 1.066 0.762
C -1.097 2.093 0.090
H -2.518 -0.485 -0.182
H -2.511 -1.672 1.143
H -2.919 0.024 1.477
H -0.572 -0.550 2.203
H 0.764 -1.939 0.418
H 0.747 -0.976 -1.700
H 0.293 1.504 1.635
H -1.549 1.688 -0.825
H -1.908 2.394 0.770
H -0.525 2.993 -0.174
O 2.554 -1.853 -2.183
H 2.578 -2.633 -1.620
H 3.351 -1.277 -1.952

HOMO level   -9.267 eV
Structure (SMILES)   C[C@H]1[C@H]2N[C@@]2(C#N)[C@H]1C.O
Net charge   0
LUMO level   0.590 eV

Here are the Mulliken charges for atoms 1 to 6, given in e: atom 1 (C): -1.546, atom 2 (C): 0.047, atom 3 (C): -0.269, atom 4 (N): -0.617, atom 5 (C): 0.825, atom 6 (C): -0.115